Model one:
An isolated molecule of C4H3N3O. Source: OMol25; level of theory: wB97M-V/def2-TZVPD.

As for the structure (SMILES): C1=NN=C2C=NO[C@@H]12.

Structure (XYZ):
```
11
Properties=species:S:1:pos:R:3:nbo_charge:R:1
C -1.463 1.026 0.014 -0.01
C -0.025 0.746 0.235 0.17
C 1.412 -0.840 -0.226 0.06
C 0.036 -0.699 0.351 -0.09
H -1.759 2.041 0.229 0.23
H 2.033 -1.655 -0.427 0.22
H 0.109 -1.206 1.224 0.24
N -2.113 0.096 -0.517 -0.02
N 1.064 1.342 -0.250 -0.19
N 1.973 0.252 -0.360 -0.23
O -1.267 -1.103 -0.271 -0.37
```

***

Model two:
An isolated molecule of C4H3N3O. Source: OMol25; level of theory: wB97M-V/def2-TZVPD.

As for the structure (SMILES): O=c1cncnnc1.

Structure (XYZ):
```
11
Properties=species:S:1:pos:R:3:nbo_charge:R:1
C -1.156 0.069 0.097 0.37
C -0.379 1.363 -0.162 0.07
C 1.695 0.318 0.253 0.22
C -0.699 -1.238 -0.327 -0.02
H -1.130 2.203 -0.417 0.23
H 2.464 0.676 0.802 0.18
H -1.389 -2.209 -0.513 0.25
N 0.942 1.419 -0.290 -0.38
N 1.510 -0.912 0.358 -0.26
N 0.524 -1.712 -0.216 -0.18
O -2.382 0.022 0.415 -0.48
```

***

Which is the most stable structure? model two is the most stable.

***

Model one:
An isolated molecule of C4H3N3O. Source: OMol25; level of theory: wB97M-V/def2-TZVPD.

As for the structure (SMILES): c1nc2ncoc2[nH]1.

Structure (XYZ):
```
11
Properties=species:S:1:pos:R:3:nbo_charge:R:1
C 1.738 0.055 0.803 0.18
C -0.263 0.679 0.486 0.14
C -2.060 0.267 -0.529 0.32
C -0.015 -0.256 -0.436 0.34
H 2.812 0.023 1.113 0.21
H -3.070 0.193 -0.982 0.20
H 1.516 -1.578 -0.729 0.43
N 0.870 0.931 1.248 -0.42
N -1.637 1.010 0.413 -0.41
N 1.234 -0.753 -0.228 -0.56
O -1.125 -0.571 -1.160 -0.43
```

***

Model two:
An isolated molecule of C4H3N3O. Source: OMol25; level of theory: wB97M-V/def2-TZVPD.

As for the structure (SMILES): c1[nH]cc2onnc12.

Structure (XYZ):
```
11
Properties=species:S:1:pos:R:3:nbo_charge:R:1
C 0.254 0.190 1.332 -0.06
C 0.990 -0.436 -0.731 -0.15
C -0.327 -0.048 -0.851 0.19
C -0.815 0.334 0.380 -0.06
H 0.381 0.195 2.437 0.23
H 2.225 -0.707 1.006 0.44
H 1.535 -1.140 -1.370 0.22
N 1.304 -0.332 0.610 -0.46
N -2.312 0.785 -1.098 0.12
N -2.027 0.957 0.108 -0.16
O -1.207 0.201 -1.823 -0.31
```

***

Model three:
An isolated molecule of C4H3N3O. Source: OMol25; level of theory: wB97M-V/def2-TZVPD.

As for the structure (SMILES): c1cc2[nH]nnc2o1.

Structure (XYZ):
```
11
Properties=species:S:1:pos:R:3:nbo_charge:R:1
C 1.315 -1.256 -0.134 0.12
C -0.019 -1.443 -0.003 -0.30
C -0.507 0.010 0.034 0.01
C 0.610 0.772 -0.090 0.33
H 2.127 -1.956 0.032 0.21
H -0.482 -2.379 0.045 0.24
H -2.451 0.913 0.314 0.41
N -1.481 0.958 0.175 -0.35
N -1.044 2.204 -0.013 -0.02
N 0.199 2.111 -0.233 -0.25
O 1.733 0.066 -0.127 -0.40
```

***

Which is the most stable structure? model one is the most stable.

***

Model one:
A cluster of 3 separate species, C2H12NO3 in total. Source: OMol25; level of theory: wB97M-V/def2-TZVPD.

As for the charge: +1.

Structure (XYZ):
```
18
Properties=species:S:1:pos:R:3:nbo_charge:R:1
C -0.651 -1.339 1.160 -0.08
O -0.335 -0.437 2.143 -0.75
C -0.659 -0.529 -0.219 -0.25
N 0.273 0.684 -0.055 -0.73
H -1.665 -1.746 1.267 0.20
H 0.014 -2.218 1.351 0.20
H -0.990 -0.238 2.802 0.51
H -0.452 -1.142 -1.106 0.25
H -1.763 -0.177 -0.359 0.23
H 1.133 0.397 -0.533 0.45
H 0.702 0.783 0.889 0.46
H -0.231 1.508 -0.432 0.47
H -0.696 2.736 -2.173 0.52
H -0.286 3.671 -0.813 0.52
O -0.748 3.016 -1.270 -0.99
H 2.737 -1.157 -0.987 0.50
H 1.801 -2.381 -0.766 0.51
O 1.816 -1.432 -0.899 -0.99
```

***

Model two:
A cluster of 4 separate species, C2H12NO3 in total. Source: OMol25; level of theory: wB97M-V/def2-TZVPD.

As for the charge: +1.

Structure (XYZ):
```
18
Properties=species:S:1:pos:R:3:nbo_charge:R:1
C 2.600 1.566 0.594 -0.44
C 0.410 2.343 1.223 0.10
N 1.161 1.552 0.584 -0.42
H 2.892 0.498 0.798 0.24
H 2.908 1.828 -0.444 0.25
H 3.033 2.249 1.403 0.24
H 0.888 2.918 1.978 0.20
H -0.724 2.415 1.093 0.24
H 0.660 0.640 0.149 0.49
H -0.371 -3.342 -1.397 0.49
H -1.489 -3.028 -0.229 0.52
O -0.519 -2.860 -0.573 -1.00
H -0.031 -0.117 -1.847 0.50
H -0.511 -0.966 -0.723 0.53
O -0.188 -0.091 -0.900 -0.96
H -3.464 -1.575 -1.322 0.49
H -4.045 -2.102 0.029 0.49
O -3.211 -1.926 -0.415 -0.97
```

***

Model three:
A cluster of 5 separate species, C2H12NO3 in total. Source: OMol25; level of theory: wB97M-V/def2-TZVPD.

As for the charge: +1.

Structure (XYZ):
```
18
Properties=species:S:1:pos:R:3:nbo_charge:R:1
C 2.285 0.970 -0.674 0.04
C 1.514 1.632 0.293 0.07
N 1.891 -0.172 -1.246 -0.45
H 3.290 1.345 -0.879 0.25
H 2.061 2.360 0.879 0.25
H 0.528 1.168 0.351 0.29
H -6.229 0.019 1.233 -0.01
H 1.022 -0.638 -0.997 0.48
H 2.547 -0.611 -1.884 0.45
H -1.164 -2.215 -0.727 0.50
H -6.351 0.397 1.861 0.01
O -0.429 -1.619 -0.523 -0.93
H -1.123 0.091 -0.330 0.50
H -1.493 1.405 -1.047 0.49
O -1.256 1.048 -0.183 -0.94
H 1.653 -2.101 1.539 0.47
H 0.374 -1.550 0.733 0.47
O 0.880 -1.530 1.599 -0.93
```

***

Model four:
A cluster of 4 separate species, C2H12NO3 in total. Source: OMol25; level of theory: wB97M-V/def2-TZVPD.

As for the charge: +1.

Structure (XYZ):
```
18
Properties=species:S:1:pos:R:3:nbo_charge:R:1
C 0.378 -0.943 -1.733 -0.05
C -0.671 -1.661 -2.141 -0.33
N 0.367 0.493 -0.953 -0.73
H 1.437 -1.218 -1.728 0.23
H -0.413 -2.655 -2.430 0.25
H -1.706 -1.426 -2.210 0.24
H 1.222 1.008 -1.301 0.48
H -0.567 1.036 -1.141 0.46
H 0.609 0.271 -0.039 0.43
H 1.587 2.906 0.219 0.50
H 0.896 3.626 -0.986 0.50
O 1.488 2.838 -0.736 -0.98
H 2.257 0.660 3.710 0.49
H 1.039 1.453 4.512 0.49
O 1.457 1.360 3.684 -0.97
H -3.860 -2.742 0.911 0.47
H -2.612 -2.136 1.450 0.46
O -2.908 -2.869 0.910 -0.93
```

***

Which is the most stable structure? model two is the most stable.

***

Model one:
A structure of composition C12H12NOP. Source: OMol25; level of theory: wB97M-V/def2-TZVPD.

Structure (XYZ):
```
27
Properties=species:S:1:pos:R:3:nbo_charge:R:1
C -0.963 1.099 2.787 -0.24
C -0.945 2.382 2.262 -0.19
C -0.914 -0.011 1.955 -0.17
C -0.870 2.599 0.892 -0.30
C -0.838 0.192 0.593 -0.15
C -0.805 1.490 0.073 0.38
C 1.999 -1.154 -0.725 -0.15
C 0.909 -1.720 -0.232 -0.41
C 1.946 0.087 -1.554 -0.46
C 0.746 0.047 -2.502 -0.40
C -0.729 -0.746 -0.532 -0.19
C -0.587 0.158 -1.752 0.07
N -0.696 -3.334 1.020 -1.13
O -0.714 1.509 -1.282 -0.50
P 0.827 -3.232 0.724 1.05
H -1.008 0.961 3.857 0.21
H -0.992 3.231 2.928 0.21
H -0.937 -1.015 2.352 0.23
H -0.848 3.595 0.476 0.22
H 2.972 -1.603 -0.563 0.21
H 1.851 0.960 -0.899 0.24
H 2.868 0.198 -2.125 0.22
H 0.798 0.890 -3.190 0.22
H 0.762 -0.881 -3.077 0.21
H -1.454 -1.547 -0.585 0.25
H -1.400 -0.016 -2.468 0.20
H -0.978 -4.141 1.566 0.37
```

***

Model two:
An isolated molecule of C12H12NOP. Source: OMol25; level of theory: wB97M-V/def2-TZVPD.

As for the structure (SMILES): O=NP(C1=CC=CCC1)c1ccccc1.

Structure (XYZ):
```
27
Properties=species:S:1:pos:R:3:nbo_charge:R:1
C -0.610 -3.148 -1.941 -0.22
C 0.554 -2.391 -1.880 -0.21
C -1.360 -3.208 -0.785 -0.18
C 0.959 -1.658 -0.785 -0.23
C -0.926 -2.664 0.389 -0.25
C 0.146 -1.817 0.422 -0.25
C 1.121 3.301 0.931 -0.27
C 1.247 1.998 1.557 -0.15
C 0.603 3.513 -0.249 -0.11
C 0.472 0.980 1.103 -0.34
C -0.093 2.298 -0.948 -0.43
C -0.586 1.207 0.045 -0.46
N -0.645 -1.067 2.904 -0.20
O -1.157 -0.294 3.682 -0.31
P 0.556 -0.630 1.869 0.98
H -0.760 -3.795 -2.773 0.22
H 1.016 -2.187 -2.818 0.21
H -2.261 -3.874 -0.611 0.22
H 1.898 -1.101 -0.584 0.23
H -1.780 -2.547 1.079 0.23
H 1.574 4.089 1.392 0.21
H 2.113 1.803 2.119 0.22
H 0.622 4.428 -0.818 0.21
H -0.959 2.719 -1.376 0.21
H 0.622 2.018 -1.707 0.21
H -0.954 0.368 -0.713 0.25
H -1.413 1.660 0.498 0.22
```

***

Which is the most stable structure? model one is the most stable.

***

Model one:
A cluster of 2 separate species, C4H12N2O2 in total. Source: OMol25; level of theory: wB97M-V/def2-TZVPD.

As for the structure (SMILES): CNC(=O)[C@@H](C)N.O.

Structure (XYZ):
```
20
Properties=species:S:1:pos:R:3:nbo_charge:R:1
N -1.478 0.891 -0.137 -0.85
C -0.946 -0.469 -0.092 -0.16
C -1.293 -1.176 1.224 -0.64
C 0.576 -0.362 -0.199 0.71
N 1.229 -0.761 -1.360 -0.62
C 0.435 -0.704 -2.580 -0.44
O 1.260 -0.020 0.759 -0.66
H -1.068 1.529 0.538 0.40
H -2.473 0.963 0.020 0.36
H -1.367 -0.898 -1.006 0.21
H -1.854 -0.518 1.906 0.22
H -0.526 -1.613 1.830 0.23
H -2.041 -1.954 1.071 0.21
H 2.209 -0.579 -1.222 0.41
H -0.125 0.211 -2.700 0.22
H 1.094 -0.641 -3.462 0.21
H -0.131 -1.629 -2.702 0.20
H 1.076 2.726 2.100 0.48
H 0.587 1.209 1.915 0.50
O 0.305 2.146 2.014 -1.00
```

***

Model two:
A cluster of 2 separate species, C4H12N2O2 in total. Source: OMol25; level of theory: wB97M-V/def2-TZVPD.

As for the structure (SMILES): CCCNC(N)=O.O.

Structure (XYZ):
```
20
Properties=species:S:1:pos:R:3:nbo_charge:R:1
C -0.566 0.571 -0.707 -0.21
N 0.046 1.037 0.530 -0.63
C -0.334 0.635 1.784 0.79
N -1.600 0.177 1.956 -0.84
O 0.449 0.696 2.726 -0.69
C 0.114 -0.659 -1.285 -0.41
C -0.495 -1.089 -2.607 -0.61
H -0.540 1.391 -1.424 0.20
H -1.622 0.338 -0.551 0.18
H 1.055 1.119 0.522 0.42
H -2.313 0.355 1.271 0.39
H -1.914 0.025 2.895 0.41
H 1.169 -0.411 -1.426 0.20
H 0.135 -1.467 -0.552 0.21
H 0.126 -1.845 -3.109 0.22
H -1.479 -1.529 -2.450 0.20
H -0.575 -0.268 -3.309 0.21
H 3.219 -0.357 1.745 0.47
H 2.136 0.699 2.232 0.50
O 2.989 0.583 1.760 -0.99
```

***

Model three:
An isolated molecule of C4H12N2O2. Source: OMol25; level of theory: wB97M-V/def2-TZVPD.

As for the structure (SMILES): CO[C@H](O)NCCN.

Structure (XYZ):
```
20
Properties=species:S:1:pos:R:3:nbo_charge:R:1
C -0.177 -0.156 1.173 0.51
C 0.246 0.215 -1.197 -0.23
C -0.099 1.258 -2.270 -0.22
C 0.581 -2.394 1.902 -0.25
N -0.615 0.406 -0.038 -0.65
N 0.013 2.634 -1.822 -0.83
O -0.378 -1.657 1.179 -0.60
O -0.928 0.252 2.245 -0.70
H -1.714 -0.355 2.169 0.48
H -1.573 0.137 -0.239 0.37
H 0.882 0.064 1.358 0.15
H 0.966 2.832 -1.534 0.35
H -0.577 2.764 -1.005 0.36
H 0.168 -0.801 -1.607 0.18
H 1.277 0.369 -0.865 0.18
H -1.128 1.101 -2.607 0.18
H 0.561 1.117 -3.129 0.19
H 0.283 -3.440 1.876 0.19
H 1.581 -2.285 1.469 0.16
H 0.631 -2.059 2.944 0.17
```

***

Model four:
A cluster of 2 separate species, C4H12N2O2 in total. Source: OMol25; level of theory: wB97M-V/def2-TZVPD.

As for the structure (SMILES): CC(C)NC(N)=O.O.

Structure (XYZ):
```
20
Properties=species:S:1:pos:R:3:nbo_charge:R:1
C -1.801 0.538 -2.153 -0.66
C -0.883 0.641 -0.917 -0.04
C 0.570 1.132 -1.293 -0.61
N -0.942 -0.392 0.177 -0.66
C -0.448 -1.701 -0.248 0.79
N -1.070 -2.713 0.409 -0.84
O 0.486 -1.751 -1.002 -0.63
H -1.299 0.284 -3.097 0.22
H -2.349 -0.408 -2.174 0.22
H -2.447 1.426 -2.203 0.22
H -1.258 1.473 -0.337 0.19
H 0.981 1.764 -0.494 0.20
H 0.236 1.777 -2.090 0.20
H 1.268 0.322 -1.468 0.25
H -1.798 -0.371 0.711 0.36
H -0.938 -3.695 0.251 0.41
H -1.893 -2.453 0.922 0.38
H 3.811 2.947 3.271 0.47
H 3.986 2.835 4.834 0.47
O 3.427 3.184 4.137 -0.95
```

***

Which is the most stable structure? model two is the most stable.

***

Model one:
A cluster of 2 separate species, C4H12N2O2 in total. Source: OMol25; level of theory: wB97M-V/def2-TZVPD.

As for the structure (SMILES): NCNCCC=O.O.

Structure (XYZ):
```
20
Properties=species:S:1:pos:R:3:nbo_charge:R:1
C -0.269 0.353 0.018 -0.20
C 0.949 -0.018 -0.919 -0.55
C 0.720 0.230 -2.341 0.45
O 0.090 -0.355 -3.187 -0.54
N -0.054 -0.065 1.368 -0.67
C -0.105 1.002 2.387 -0.05
N -1.406 1.454 2.806 -0.85
H -1.207 0.015 -0.448 0.19
H -0.388 1.440 -0.070 0.18
H 1.802 0.520 -0.403 0.23
H 1.264 -1.089 -0.690 0.26
H 1.102 1.189 -2.725 0.09
H -0.507 -0.937 1.711 0.38
H 0.393 0.525 3.264 0.18
H 0.459 1.973 2.082 0.19
H -1.730 2.148 2.225 0.36
H -2.012 0.794 3.076 0.35
H -0.202 -2.510 -2.985 0.48
H 0.417 -3.782 -2.595 0.45
O 0.683 -2.888 -2.574 -0.94
```

***

Model two:
A cluster of 2 separate species, C4H12N2O2 in total. Source: OMol25; level of theory: wB97M-V/def2-TZVPD.

Structure (XYZ):
```
20
Properties=species:S:1:pos:R:3:nbo_charge:R:1
O -1.756 -1.213 0.472 -0.67
C -0.687 -1.005 1.292 -0.04
C -0.084 0.603 1.009 0.53
C 0.431 1.291 2.225 -0.72
N 0.558 0.722 -0.157 -0.71
C 1.077 -0.461 -1.001 -0.05
N 0.964 -0.168 -2.349 -0.85
H -0.875 -1.232 2.338 0.20
H 0.421 -0.897 1.166 0.20
H 1.211 0.649 2.652 0.27
H 0.838 2.262 1.948 0.25
H -0.389 1.370 2.927 0.24
H 0.052 1.305 -0.823 0.47
H 0.481 -1.344 -0.788 0.21
H 2.100 -0.680 -0.675 0.19
H -0.069 -0.129 -2.514 0.46
H 1.526 0.578 -2.717 0.35
H -1.699 -0.565 -0.261 0.52
H -2.527 -0.495 -2.368 0.44
O -1.574 -0.591 -2.374 -1.30
```

***

Model three:
A structure of composition C4H12N2O2. Source: OMol25; level of theory: wB97M-V/def2-TZVPD.

Structure (XYZ):
```
20
Properties=species:S:1:pos:R:3:nbo_charge:R:1
C -0.258 -0.379 0.766 0.23
C 0.082 0.274 -0.460 -0.23
C -1.592 -0.088 -1.371 -0.07
C 1.190 -0.268 -1.323 -0.62
N 1.401 0.043 1.572 -0.53
N 1.366 1.319 2.205 -0.67
O -1.235 0.224 1.536 -0.71
O -1.428 -0.953 -2.467 -0.72
H -1.655 -0.448 2.090 0.48
H -1.262 -1.848 -2.140 0.46
H 1.396 -0.664 2.311 0.32
H -0.319 -1.466 0.741 0.17
H 0.056 1.360 -0.393 0.22
H 1.676 2.036 1.552 0.34
H 0.422 1.578 2.509 0.34
H -2.423 -0.423 -0.743 0.16
H -1.842 0.906 -1.742 0.17
H 1.276 -1.354 -1.229 0.20
H 1.004 -0.028 -2.374 0.23
H 2.145 0.180 -1.040 0.23
```

***

Which is the most stable structure? model one is the most stable.